C3H5N3 in the gas phase, computed with ωB97M-V/def2-TZVPD.

As for the SMILES: Cc1c[nH]nn1. The relative energy (zero: lowest compared OMol25 entry of this formula, charge and spin) comes out at 93.2 kJ/mol. For the energy, the calculation gives -7661.489 eV. Its HOMO energy is -9.52 eV.

```
! RIJCOSX wB97M-V def2-TZVPD def2/J DEFGRID3
* xyz 0 1
C 1.54 0.74 -0.20
C 0.14 0.27 0.02
C -0.38 -1.00 0.02
N -1.71 -0.80 0.22
N -2.01 0.49 0.34
N -0.90 1.15 0.22
H 2.02 0.16 -0.99
H 2.15 0.66 0.70
H 1.52 1.79 -0.50
H 0.07 -1.97 -0.08
H -2.45 -1.49 0.25
*
```